ORCA calculation (the ωB97M-V functional and the def2-TZVPD basis) on a molecular structure, C15H31CoNO2P2 at a distorted geometry.

As for the frontier orbital gap (alpha / beta): 5.2 / 4.6 eV. The value obtained for the molar mass is 378.30 g/mol. The LUMO energy (alpha / beta) comes out at -0.5 / -0.5 eV. For the electronic energy, the calculation gives -77834.6779 eV. The highest occupied orbital energy (alpha / beta) is -5.64 / -5.04 eV. The value obtained for the energy above the lowest of the compared OMol25 structures with the same formula, charge and spin is 134.24 kcal/mol. Its expectation value of S² is 3.83.

```
! RIJCOSX wB97M-V def2-TZVPD def2/J DEFGRID3
* xyz 0 4
P -0.1216 -1.9715 -1.2543
P 0.0318 2.1463 -1.3849
C -0.5896 -0.6317 -2.4455
C 0.1556 0.7303 -2.5593
H -1.6732 -0.4590 -2.3350
H -0.4824 -1.1173 -3.4231
H 1.2161 0.5403 -2.7786
H -0.2310 1.2225 -3.4682
C -1.4885 3.0195 -1.8571
H -1.6677 3.8851 -1.1997
H -2.3544 2.3435 -1.8061
H -1.3495 3.3712 -2.8824
C 1.3390 3.2826 -1.9841
H 1.0282 3.5993 -2.9849
H 2.2998 2.7537 -2.0328
H 1.4191 4.1592 -1.3228
C -1.5688 -3.0125 -1.1031
H -1.4980 -3.6376 -0.2099
H -1.6251 -3.6592 -1.9922
H -2.4779 -2.3965 -1.0571
C 1.1969 -2.8486 -2.0995
H 2.0692 -2.1913 -2.2227
H 0.8233 -3.1456 -3.0836
H 1.4850 -3.7409 -1.5292
Co -1.9578 -1.4602 3.9241
C 0.6506 2.3745 0.4684
C -0.6738 1.8093 0.3010
C -1.0860 0.3650 0.4267
C -0.3950 -0.6877 1.2678
C 0.5800 -1.5717 0.3890
C 1.8591 -0.9469 0.5484
C 2.1775 0.3428 0.0003
C 1.8096 1.5664 0.9231
C -0.7243 -2.6850 4.8173
H 0.6821 3.4455 0.6991
H -1.5434 2.4670 0.4675
H -0.9947 0.0045 -0.6028
H -2.1800 0.2776 0.5855
H 0.0722 -0.2407 2.1554
H -1.1686 -1.3848 1.6765
H 0.5778 -2.5624 0.8875
H 2.5117 -1.3708 1.3047
H 1.7096 0.4373 -0.9947
H 3.2585 0.4249 -0.1897
H 1.6640 1.2685 1.9673
H 2.7001 2.2149 0.9233
H 0.1494 -2.0833 5.1437
H -0.3648 -3.5301 4.2043
H -1.2384 -3.0835 5.7173
O -2.4392 0.4857 4.1088
N -1.1406 0.4419 3.9380
O -0.4320 1.4399 3.9585
*
```

***

ORCA calculation (the ωB97M-V functional and the def2-TZVPD basis) on a molecular structure, C15H31F5OP2SnTe at a distorted geometry.

As for the frontier orbital gap: 6.4 eV. The value obtained for the molar mass is 630.66 g/mol. The LUMO energy comes out at -1.2 eV. For the electronic energy, the calculation gives -63390.6620 eV. The highest occupied orbital energy is -7.63 eV. The value obtained for the energy above the lowest of the compared OMol25 structures with the same formula, charge and spin is 0.00 kcal/mol.

```
! RIJCOSX wB97M-V def2-TZVPD def2/J DEFGRID3
* xyz 0 1
P -1.1884 -1.9192 -3.8348
P -0.5365 1.0280 -4.2550
C -1.9751 -1.1335 -5.3768
C -1.3181 0.2173 -5.7192
H -3.0510 -0.9461 -5.1694
H -1.8408 -1.8658 -6.1984
H -0.5158 0.0973 -6.4683
H -2.0364 0.9855 -6.0408
C -1.7335 2.2791 -3.7165
H -1.2447 2.9655 -3.0051
H -2.5507 1.7630 -3.2114
H -2.1245 2.8140 -4.5909
C 0.2200 2.4086 -5.3510
H -0.5927 3.0085 -5.7772
H 0.8312 2.0438 -6.1752
H 0.8373 3.0864 -4.7501
C -1.6865 -3.6297 -3.3648
H -0.8213 -4.0663 -2.8189
H -1.8496 -4.1751 -4.3016
H -2.5684 -3.6879 -2.7061
C 0.2588 -2.5459 -4.7591
H 0.7572 -1.7526 -5.3209
H -0.1821 -3.2935 -5.4454
H 0.9624 -3.0048 -4.0379
Sn -2.5724 -0.7379 -2.3374
C 2.5582 2.8574 -3.0701
C 1.5555 2.3185 -2.3304
C 1.4182 0.9789 -1.7187
C 2.3289 -0.1646 -2.1838
C 2.3431 -0.5158 -3.6275
C 2.2055 0.2543 -4.7254
C 3.1893 1.3094 -5.0830
C 3.6432 2.1197 -3.8257
C -1.8917 -2.1988 -0.6840
H 2.5504 3.9612 -3.2399
H 0.6552 2.9142 -2.1906
H 0.3685 0.6850 -1.8067
H 1.4873 1.0575 -0.6194
H 3.3530 -0.0580 -1.7543
H 1.8959 -1.0543 -1.6836
H 2.5346 -1.5568 -3.8563
H 1.5781 -0.0271 -5.5967
H 2.8384 2.0360 -5.8391
H 4.0870 0.8288 -5.5607
H 4.1897 1.4203 -3.1840
H 4.3651 2.8886 -4.1677
H -0.9443 -1.7218 -0.4768
H -1.7316 -3.2548 -0.8843
H -2.5874 -2.0473 0.1456
F -0.3681 2.5005 0.5721
Te -2.1118 1.7811 0.1931
F -4.2010 -0.9687 -1.2294
F -2.2365 3.2505 -1.1428
F -3.8430 -0.0701 -3.7691
F -1.4422 0.2126 1.1845
O -1.7224 0.7880 -1.3490
*
```

***

ORCA calculation (the ωB97M-V functional and the def2-TZVPD basis) on a molecular structure, C15H31NO2P2Sn at a distorted geometry.

As for the frontier orbital gap (alpha / beta): 5.1 / 5.0 eV. The value obtained for the molar mass is 438.08 g/mol. The LUMO energy (alpha / beta) comes out at -9.5 / -9.6 eV. For the electronic energy, the calculation gives -46025.0146 eV. The highest occupied orbital energy (alpha / beta) is -14.58 / -14.58 eV.

```
! RIJCOSX wB97M-V def2-TZVPD def2/J DEFGRID3
* xyz 2 1
P -1.9222 1.7694 0.4079
P -1.1929 -2.1963 1.0331
C -0.5659 0.4683 -0.1447
C -0.9274 -0.9957 -0.4504
H 0.3482 0.5206 0.4789
H -0.1989 0.9187 -1.0731
H -1.8223 -1.0136 -1.1243
H -0.0696 -1.4768 -0.9757
C 0.4969 -2.6605 1.7229
H 0.3259 -3.4859 2.4331
H 0.9526 -1.8179 2.2905
H 1.2063 -3.0111 0.9490
C -1.9099 -3.7367 0.3649
H -1.1681 -4.4757 0.0218
H -2.5976 -3.4806 -0.4630
H -2.4867 -4.1793 1.1981
C -0.9932 3.2886 0.8776
H -1.7645 4.0176 1.1429
H -0.3581 3.7652 0.1295
H -0.3972 3.1572 1.7866
C -2.8488 2.0517 -1.1466
H -3.2212 1.1035 -1.5703
H -2.3287 2.6056 -1.9451
H -3.7321 2.6364 -0.8459
Sn -0.7361 0.1985 2.6477
C 2.0167 -1.0695 -1.5747
C 2.4747 -0.8448 -0.3175
C 3.6427 0.0214 -0.0921
C 3.4463 1.4925 -0.6676
C 2.0494 1.9672 -0.6306
C 1.2717 1.8989 -1.7329
C 1.6532 1.1092 -2.9768
C 2.4175 -0.2147 -2.7759
C -3.0073 0.5351 2.6501
H 1.5460 -2.0510 -1.8760
H 2.1717 -1.4747 0.5132
H 4.5646 -0.3655 -0.5777
H 3.8455 0.1129 0.9832
H 4.1103 2.1646 -0.1047
H 3.8635 1.4896 -1.6828
H 1.7268 2.4830 0.2708
H 0.3826 2.5476 -1.9041
H 2.2644 1.7567 -3.6398
H 0.7187 0.8833 -3.5248
H 2.2174 -0.8267 -3.6729
H 3.5026 -0.0122 -2.8377
H -3.4446 -0.3962 2.2774
H -3.6439 1.3651 2.2713
H -3.1869 0.5024 3.7364
O -2.6008 -2.6128 4.4006
N -3.0119 -1.9283 3.4423
O -3.0794 -2.5042 2.2981
*
```

***

ORCA calculation (the ωB97M-V functional and the def2-TZVPD basis) on 2 unconnected molecules or ions with the total composition C15H32Br3F3N2OPSi at a distorted geometry.

As for the frontier orbital gap: 8.4 eV. The value obtained for the molar mass is 612.20 g/mol. The LUMO energy comes out at -2.3 eV. For the electronic energy, the calculation gives -256541.4709 eV. The highest occupied orbital energy is -10.73 eV.

```
! RIJCOSX wB97M-V def2-TZVPD def2/J DEFGRID3
* xyz 1 1
C -0.8711 7.0211 2.9918
C -1.8654 5.9037 2.3266
Br -2.6757 6.7897 0.6813
C -1.0592 4.5729 1.7109
Br 0.2183 5.1294 0.2798
Si -0.3602 3.4053 3.0586
Br -1.3589 4.0077 5.0700
P 1.7961 3.4463 3.3792
N 2.0563 3.7759 5.1498
O 2.6048 4.7750 2.6007
C -0.9972 1.5790 2.7215
F -2.3455 1.6109 2.0638
F -0.0572 0.8005 1.8548
F -1.2109 0.9378 4.0613
H -0.4964 7.7858 2.1590
H 0.0036 6.5342 3.6035
H -1.5258 7.6353 3.7751
H -2.7606 5.5882 3.0282
H -1.9206 3.9617 1.1522
H 1.4802 3.1331 5.7342
H 1.8086 4.7808 5.2787
H 2.1183 5.6179 2.8415
C -2.1898 -1.1824 -0.2022
C -1.6235 -2.5449 0.1602
C -0.1002 -2.5786 0.2924
C 0.7570 -2.3212 -0.9537
N 0.5726 -3.2635 -2.1726
C 1.9149 -3.4414 -2.9167
C 2.6758 -4.4710 -2.1068
C 1.6187 -5.4108 -1.5647
C 0.2750 -4.7306 -1.7701
C -0.5120 -2.7531 -3.1491
C -0.1070 -1.6228 -4.1106
C 0.2511 -0.2706 -3.5191
H -1.8365 -0.8357 -1.1742
H -3.2807 -1.2339 -0.2466
H -1.9170 -0.4306 0.5460
H -1.9743 -3.2932 -0.5557
H -2.0487 -2.8353 1.1288
H 0.1990 -3.5294 0.7486
H 0.1826 -1.8169 1.0329
H 1.8075 -2.3910 -0.6501
H 0.6012 -1.2995 -1.2914
H 1.6909 -3.8357 -3.9152
H 2.4236 -2.4759 -2.9897
H 3.2178 -3.9991 -1.2823
H 3.4185 -4.9973 -2.7166
H 1.7984 -5.6291 -0.5060
H 1.6354 -6.3692 -2.0949
H -0.3752 -4.7802 -0.8979
H -0.2479 -5.2107 -2.6055
H -1.3913 -2.4854 -2.5645
H -0.7935 -3.6071 -3.7766
H -0.9651 -1.4603 -4.7760
H 0.7061 -1.9474 -4.7676
H -0.4980 0.0654 -2.7979
H 0.2980 0.4818 -4.3141
H 1.2351 -0.2858 -3.0430
*
```